Record 1
DFT (ωB97M-V with the def2-TZVPD basis set) results for C25H23B2ClF4N7O8SeSr as an isolated structure in a non-equilibrium geometry.

Geometry as XYZ:
```
72
Properties=species:S:1:pos:R:3:forces:R:3:lowdin_charge:R:1
Sr -0.1495 0.6120 -0.2879 -1.05 -1.46 2.72 1.59
C 1.5962 2.3624 -3.6886 0.07 -0.23 0.05 0.02
C 0.4955 1.7519 -2.8811 0.97 -0.49 -0.61 -0.27
N 0.5286 0.5331 -2.4930 0.01 -0.43 -1.57 -0.08
O 1.6066 -0.2446 -2.8031 0.09 0.65 0.14 0.06
B 1.2739 -1.7052 -2.7998 -0.41 -0.27 -0.15 -1.12
F 0.2371 -1.9283 -3.7063 -0.34 0.08 -0.19 0.14
F 2.4003 -2.3917 -3.1655 0.49 0.04 0.09 0.17
O 0.8483 -2.2856 -1.4790 -0.11 -0.13 0.29 0.02
N -0.2717 -1.6771 -0.9725 -0.30 -0.91 -0.37 -0.06
C -1.3791 -2.3198 -0.9600 1.10 -0.57 -0.37 -0.24
C -1.5041 -3.7351 -1.4344 0.30 0.15 -0.19 0.01
C -2.5519 -1.5438 -0.5146 -0.93 0.72 0.53 -0.25
N -2.3167 -0.3295 -0.1731 -1.20 -0.73 -0.18 -0.07
O -3.3749 0.4838 0.1662 0.17 -0.21 0.09 -0.01
B -3.6745 1.6024 -0.7849 -0.28 -0.39 -0.34 -1.13
F -4.1778 1.0449 -1.9582 0.02 -0.22 -0.34 0.14
F -4.6288 2.3599 -0.1441 -0.14 0.37 0.32 0.15
O -2.5823 2.5548 -1.1586 0.57 0.39 -0.07 0.05
N -1.4524 1.9500 -1.6155 -1.29 0.57 -1.30 -0.09
C -0.6891 2.5265 -2.4631 -0.88 0.79 0.12 -0.26
C -0.9298 3.8951 -3.0302 -0.21 -0.17 0.25 0.00
C -3.9208 -2.1473 -0.5671 -0.03 0.34 0.09 -0.02
H 2.0532 1.5789 -4.2944 -0.03 0.09 0.00 0.09
H 2.3617 2.7280 -3.0006 0.04 0.12 -0.02 0.09
H 1.2530 3.1776 -4.3178 -0.02 0.05 0.00 0.07
H -0.7109 -3.9149 -2.1575 -0.02 -0.03 0.02 0.09
H -2.4634 -3.9336 -1.8995 -0.10 0.00 0.01 0.08
H -1.3539 -4.4194 -0.5984 -0.09 -0.07 0.08 0.09
H -1.8836 4.2649 -2.6608 0.01 0.00 -0.02 0.08
H -0.9528 3.8639 -4.1185 0.04 0.02 -0.04 0.09
H -0.1395 4.5742 -2.7133 0.09 0.05 -0.04 0.09
H -3.8846 -3.2240 -0.4252 -0.04 -0.01 0.00 0.07
H -4.3676 -1.9130 -1.5346 -0.05 -0.09 -0.07 0.10
H -4.5440 -1.6864 0.1986 0.04 -0.02 -0.09 0.05
C 0.0258 3.4672 2.7334 0.22 -0.29 0.46 -0.08
C -1.0265 3.8385 1.7975 -0.43 -0.06 -0.15 -0.06
C -2.1121 3.0900 2.0177 0.06 0.00 -0.03 -0.01
C -1.8569 2.1987 3.2107 0.26 1.10 0.21 -0.32
C -0.4146 2.4971 3.5413 0.01 0.10 0.05 -0.04
H 1.0018 3.9209 2.7469 0.15 0.00 0.03 0.11
H -0.9208 4.6131 1.0594 -0.04 0.04 -0.22 0.11
H -3.0476 3.0914 1.4937 -0.22 0.03 -0.19 0.10
H -2.4901 2.5605 4.0420 0.11 -0.06 -0.12 0.17
H 0.0980 2.0009 4.3470 0.17 -0.04 0.05 0.10
O 5.5721 1.7297 -0.3291 -0.14 0.41 -0.20 0.12
C 5.4963 0.6007 0.3348 0.05 -0.14 0.15 -0.52
O 6.4788 0.0135 0.7271 0.03 0.06 -0.07 0.05
C 4.1334 0.0578 0.5967 -0.14 -0.30 -0.02 -0.03
C 3.8611 -1.2014 1.1197 0.24 0.62 -0.17 -0.55
Cl 4.9802 -2.3418 1.6691 0.11 -0.19 0.13 0.84
N 2.5161 -1.3422 1.2138 0.82 0.32 -0.28 -0.04
N 1.9171 -0.2231 0.7987 0.09 -0.13 0.38 0.04
C 2.8520 0.6232 0.4116 0.46 -0.30 0.23 -0.11
C 2.4081 1.9699 -0.1018 0.75 0.30 0.12 -0.59
O 3.2387 2.6997 -0.6676 0.39 0.03 -0.14 0.04
O 1.2105 2.2426 0.0937 1.15 2.26 0.62 -0.21
C 1.7513 -2.4247 1.6857 -0.57 -0.59 0.38 -0.19
C 2.2066 -3.7361 1.5852 0.01 0.18 -0.11 -0.04
C 1.4552 -4.7642 2.1257 -0.08 -0.01 0.03 -0.08
C 0.2328 -4.5056 2.7218 0.04 -0.03 -0.03 -0.09
C -0.2442 -3.2068 2.7695 -0.08 -0.07 0.08 -0.08
C 0.5135 -2.1643 2.2719 0.21 0.19 -0.10 -0.01
H 4.6614 2.1506 -0.5406 0.18 -0.30 0.13 0.06
H 3.1338 -3.9588 1.0866 -0.01 0.00 -0.06 0.08
H 1.8250 -5.7781 2.0786 0.05 -0.05 -0.08 0.10
H -0.3444 -5.3116 3.1487 -0.08 -0.08 0.01 0.10
H -1.2082 -3.0033 3.2098 -0.07 0.09 0.05 0.06
H 0.1534 -1.1454 2.3514 0.03 -0.04 0.00 0.10
Se -3.7988 -1.4894 3.0767 -1.11 -1.43 0.09 0.77
C -2.8929 -0.0686 2.9955 1.92 1.94 0.19 -0.76
N -2.1172 0.8324 3.0105 -1.03 -1.52 -0.29 0.10
```
Forces are in eV/Å.

- Charge: -1
- Energy above the lowest of the compared OMol25 structures with the same formula, charge and spin: 45.26 kcal per mole
- Total energy: -144045.5179 eV
- Orbital gap: 0.3165 Eh
- Multiplicity: 1



Record 2
DFT (ωB97M-V with the def2-TZVPD basis set) results for C25H23BBiF5N4Si as an isolated structure.

Geometry as XYZ:
```
60
Properties=species:S:1:pos:R:3:forces:R:3:lowdin_charge:R:1
Bi -0.6147 1.4116 -1.2804 0.07 -0.05 0.06 1.97
C -1.3721 -2.9460 -2.0272 0.00 0.01 -0.05 -0.16
Si -1.6575 -1.8203 -0.5596 -0.04 0.03 0.03 0.40
C -3.0440 -2.4597 0.5158 -0.03 -0.04 0.02 -0.16
C -0.0732 -1.8557 0.4314 0.04 0.00 0.08 -0.16
N -2.0420 -0.1462 -0.9716 -0.06 -0.04 -0.09 -0.27
C -3.3083 0.2097 -1.4944 0.04 -0.07 0.03 -0.33
C -4.1118 -0.6352 -2.2650 0.08 -0.01 0.00 -0.03
C -5.3712 -0.2488 -2.6989 0.00 0.00 0.00 -0.07
C -5.8725 1.0086 -2.3996 0.03 -0.01 0.00 -0.08
C -5.0946 1.8855 -1.6567 -0.04 0.02 -0.02 -0.01
C -3.8596 1.4634 -1.2356 0.00 -0.09 0.05 -0.25
F -3.0954 2.3430 -0.5002 0.02 0.09 0.01 -0.05
H -0.8773 -3.8575 -1.6765 -0.01 0.04 -0.01 0.03
H -0.7182 -2.4650 -2.7583 -0.02 -0.01 0.01 0.03
H -2.2807 -3.2544 -2.5468 -0.01 0.04 0.02 0.03
H -2.8532 -3.5033 0.7845 -0.03 0.05 -0.01 0.04
H -4.0169 -2.4126 0.0226 0.03 -0.01 0.01 0.03
H -3.1046 -1.8801 1.4409 0.00 -0.01 -0.03 0.03
H 0.0905 -2.9014 0.7117 0.00 0.02 0.00 0.04
H -0.1304 -1.2669 1.3517 0.00 -0.12 -0.10 0.03
H 0.8028 -1.5380 -0.1420 -0.09 -0.03 0.05 0.02
H -3.7291 -1.6058 -2.5454 0.03 -0.03 0.00 0.10
H -5.9570 -0.9372 -3.2946 0.02 0.02 0.01 0.11
H -6.8497 1.3128 -2.7483 0.01 0.00 0.00 0.10
H -5.4292 2.8830 -1.4030 0.01 -0.03 -0.01 0.12
N 7.2088 0.0585 5.7461 -0.07 0.01 -0.06 0.16
C 6.3632 0.1854 4.9780 0.02 -0.01 0.02 -0.18
C 5.3020 0.3427 4.0165 0.01 0.00 0.01 -0.23
C 4.8992 1.6188 3.6312 0.01 0.01 0.00 -0.01
C 3.8738 1.7665 2.7125 -0.01 0.03 0.02 0.00
C 3.2537 0.6464 2.1722 -0.03 -0.03 -0.03 -0.20
C 3.6611 -0.6268 2.5558 0.02 -0.02 -0.01 0.00
C 4.6814 -0.7823 3.4780 0.01 -0.02 0.01 -0.01
C 2.1384 0.7978 1.1920 -0.04 0.06 0.01 -0.06
C 0.8811 1.0802 1.7272 0.01 -0.02 0.00 -0.28
C 0.5285 1.0872 3.0979 0.02 0.05 0.02 0.00
C -0.8396 1.2560 3.1660 0.00 -0.05 0.02 -0.05
C -1.2921 1.3395 1.8394 0.01 0.01 -0.02 -0.15
N -0.2766 1.2392 0.9773 -0.03 0.19 0.01 -0.14
C 2.4519 0.6135 -0.1493 -0.01 -0.01 0.02 -0.26
C 3.7457 0.3560 -0.6705 0.00 0.02 -0.04 0.00
C 3.6286 0.2733 -2.0385 0.01 0.00 -0.01 -0.04
C 2.2692 0.4750 -2.3352 0.01 0.01 0.05 -0.12
N 1.5539 0.6649 -1.2211 -0.07 -0.04 -0.06 -0.12
H 5.3890 2.4856 4.0534 -0.01 0.00 -0.01 0.12
H 3.5515 2.7556 2.4111 0.01 -0.02 0.01 0.13
H 3.1718 -1.4944 2.1297 0.01 0.02 0.01 0.13
H 5.0011 -1.7693 3.7838 -0.01 0.01 0.00 0.12
H 1.2172 0.9608 3.9193 -0.03 0.01 -0.03 0.12
H -1.4557 1.3059 4.0495 0.03 -0.01 -0.03 0.10
H -2.3080 1.4573 1.4881 0.10 -0.01 0.04 0.10
H 4.6433 0.2595 -0.0793 -0.03 0.00 -0.03 0.12
H 4.4083 0.0938 -2.7607 -0.02 0.00 0.02 0.10
H 1.8023 0.4900 -3.3081 -0.02 -0.02 0.03 0.11
F 0.0262 1.5645 -5.0135 -0.18 -0.12 0.12 0.14
B -1.0020 0.8713 -4.4017 0.06 -0.01 -0.02 -1.24
F -0.3672 0.0896 -3.2844 -0.02 0.13 -0.15 -0.10
F -1.8712 1.7580 -3.7116 0.12 -0.08 -0.08 0.04
F -1.6688 -0.0038 -5.2056 0.06 0.11 0.08 0.18
```
Forces are in eV/Å.

- Energy above the lowest of the compared OMol25 structures with the same formula, charge and spin: 0.00 kcal per mole
- Total energy: -60247.9209 eV
- Orbital gap: 0.2508 Eh
- Multiplicity: 1



Record 3
DFT (ωB97M-V with the def2-TZVPD basis set) results for C25H23Cl2N2OV as an isolated structure in a non-equilibrium geometry.

Geometry as XYZ:
```
54
Properties=species:S:1:pos:R:3:forces:R:3:lowdin_spin:R:1
V 0.1918 -0.0682 0.1400 0.08 -0.72 -0.02 1.19
C 0.9516 -1.0059 -2.8677 1.77 -1.18 -0.85 0.00
N -0.1489 -0.9881 -1.9007 0.07 -0.59 -0.07 -0.01
C -0.5351 -2.4509 -1.6696 -0.35 1.82 0.30 0.00
C -1.2922 -0.2927 -2.5303 0.21 0.64 2.28 0.00
C -2.2164 0.1589 -1.4047 -0.11 -0.72 -0.87 0.00
C -3.5211 0.5283 -1.7068 -0.24 0.21 -0.11 0.00
C -4.3812 0.9512 -0.6960 1.16 -1.31 0.39 0.00
C -3.9277 0.7943 0.6322 -1.92 0.75 1.34 0.00
C -2.7002 0.2791 0.9434 1.22 0.15 0.60 0.00
C -1.7873 0.0418 -0.0902 0.49 -0.02 0.46 -0.03
H 0.8130 -1.6480 -3.7964 -0.51 0.61 1.15 0.00
H 1.8951 -1.3924 -2.4354 -0.63 -0.11 0.27 0.00
H 1.2545 -0.0383 -3.2186 -0.45 0.74 -0.04 0.00
H -1.0466 -2.7359 -2.5938 0.32 -0.59 0.23 0.00
H -1.2289 -2.4856 -0.8073 0.44 -0.25 -0.57 0.00
H 0.4145 -2.9107 -1.4517 -0.20 -0.79 -0.03 0.00
H -1.7865 -0.9715 -3.1888 -0.43 -0.17 -0.84 0.00
H -0.8752 0.5755 -3.0028 -0.05 0.42 -0.70 0.00
H -3.8512 0.4228 -2.7458 -0.04 0.34 0.37 0.00
H -5.3994 1.1471 -0.9502 -0.45 0.52 0.17 0.00
H -4.5522 1.0545 1.5388 0.32 -0.27 -1.48 0.00
H -2.3951 0.1081 2.0073 -0.52 0.22 -1.16 0.00
Cl 2.6259 -4.3078 0.7752 0.36 -0.60 -0.28 0.00
C 2.1162 -3.2865 2.0212 -1.58 2.13 0.03 0.00
C 2.3867 -3.5170 3.3863 0.45 0.03 0.26 0.00
C 2.0451 -2.7189 4.4539 0.42 0.13 -1.42 0.00
Cl 2.7115 -3.0953 6.0172 -0.55 0.37 -0.41 0.00
C 1.3307 -1.5245 4.1337 -0.14 -0.11 -0.10 0.00
C 0.9489 -0.5275 5.0260 -1.28 0.92 -0.49 0.00
C 0.1671 0.5334 4.6118 0.42 1.04 1.30 0.00
C -0.1879 0.6370 3.2933 -0.11 0.01 -2.05 0.00
N 0.1619 -0.2238 2.3420 1.78 -1.22 1.11 -0.01
C 0.9767 -1.2936 2.7822 -0.83 -0.01 -1.73 0.00
C 1.3719 -2.1471 1.6785 0.28 0.05 2.37 0.00
O 0.9869 -1.7502 0.4899 0.04 0.37 -0.88 0.01
H 3.0389 -4.3265 3.5797 0.40 -0.94 0.27 0.00
H 1.1572 -0.5418 6.0501 0.70 -0.45 1.37 0.00
H -0.0844 1.3991 5.2841 0.19 -1.29 -0.61 0.00
H -0.7154 1.4691 2.8763 -0.50 0.57 0.34 0.00
C 1.0180 1.7889 0.3406 -0.16 0.52 -0.94 -0.08
C 1.0563 2.3109 -1.0759 -2.04 0.40 0.00 -0.01
C -0.0998 2.9423 -1.6360 1.39 -0.29 -0.90 -0.02
C -0.0781 3.3206 -3.0110 0.58 -1.63 1.76 0.00
C 1.0291 2.9905 -3.7805 0.73 -0.07 -0.99 -0.02
C 2.1927 2.4112 -3.2114 0.10 0.80 -0.15 0.00
C 2.2080 2.1410 -1.8526 -1.65 0.30 -0.59 -0.01
H 0.4676 2.4134 1.0423 -0.22 -0.03 -0.06 0.00
H 2.0427 1.7674 0.6294 0.87 -0.52 0.87 0.00
H -0.9449 3.1313 -0.9836 -0.12 -0.04 -0.22 0.00
H -0.9656 3.6447 -3.4910 -0.60 0.70 -0.23 0.00
H 0.9803 3.2080 -4.8777 0.23 -0.25 1.14 0.00
H 3.1320 2.2570 -3.7762 -0.89 0.12 0.13 0.00
H 3.0485 1.8211 -1.3223 1.50 -0.71 0.32 0.00
```
Forces are in eV/Å.

- Charge: +1
- Total energy: -82051.7938 eV
- <S²>: 0.80
- Orbital gap (spin up / spin down): 0.2489 / 0.2636 Eh
- Multiplicity: 2



Record 4
DFT (ωB97M-V with the def2-TZVPD basis set) results for C25H23Cl5NO2V as an isolated structure.

Geometry as XYZ:
```
57
Properties=species:S:1:pos:R:3:forces:R:3:lowdin_charge:R:1
V -0.3515 0.3802 0.3911 0.48 -0.23 -0.03 0.93
Cl -3.2898 2.0552 -1.1382 0.03 0.05 -0.04 0.83
C -3.3765 0.5512 -0.3477 -0.14 -0.05 -0.01 -0.68
C -2.2473 -0.0145 0.2507 0.05 -0.03 0.12 -0.26
C -2.4042 -1.1858 0.9685 0.16 -0.17 0.18 -0.59
Cl -0.9227 -1.6399 1.8289 -0.20 -0.02 -0.01 0.87
C -3.5696 -1.8988 1.0987 0.00 0.11 -0.07 -0.70
Cl -3.6436 -3.3272 2.0188 0.00 0.02 -0.01 0.79
C -4.6862 -1.3560 0.4320 0.00 -0.05 0.03 -0.66
Cl -6.1620 -2.1808 0.5166 0.04 0.04 -0.02 0.82
C -4.5916 -0.1378 -0.2711 -0.03 0.00 0.00 -0.68
Cl -5.9786 0.4976 -1.0266 0.03 0.02 0.00 0.79
C -0.7229 0.0496 -5.4277 0.03 0.02 -0.01 -0.08
N -1.2833 0.3362 -4.1185 -0.03 0.05 0.02 -0.24
C -2.0101 -0.7882 -3.5716 -0.03 -0.04 0.08 -0.07
C -0.4132 1.0078 -3.1824 0.02 0.07 0.03 -0.15
C 0.5937 0.1024 -2.4967 0.28 -0.12 -0.08 -0.15
C 1.6597 -0.4722 -3.1857 -0.18 0.15 -0.01 0.02
C 2.5451 -1.3478 -2.5670 0.05 -0.04 0.02 0.01
C 2.4199 -1.6840 -1.2246 -0.06 -0.03 0.06 -0.03
C 1.3807 -1.1288 -0.4935 0.08 0.13 0.05 -0.11
C 0.5060 -0.2521 -1.1485 -0.28 0.01 -0.07 -0.15
H -1.5379 -0.1613 -6.1189 0.01 -0.02 -0.01 0.10
H -0.0488 -0.8194 -5.4360 -0.01 -0.01 -0.01 0.08
H -0.1862 0.9213 -5.8019 0.00 0.00 0.00 0.10
H -2.7903 -1.0877 -4.2699 0.01 -0.01 -0.01 0.10
H -2.4943 -0.5011 -2.6363 -0.01 0.02 0.00 0.06
H -1.3766 -1.6694 -3.3752 -0.01 0.00 -0.03 0.10
H -1.0194 1.4976 -2.4172 -0.03 -0.03 -0.01 0.07
H 0.1279 1.7963 -3.7092 0.00 -0.02 -0.02 0.14
H 1.8061 -0.2137 -4.2257 0.02 0.00 -0.02 0.13
H 3.3578 -1.7713 -3.1428 0.00 0.00 0.00 0.13
H 3.1091 -2.3717 -0.7549 0.00 0.00 -0.01 0.13
H 1.3134 -1.3703 0.5667 -0.02 -0.02 -0.01 0.07
C 3.2541 -1.4135 4.3886 0.00 -0.02 0.00 -0.01
C 2.4464 -0.4305 3.6064 0.02 0.01 -0.02 -0.20
C 2.9612 0.1376 2.4382 -0.02 0.00 0.01 0.02
C 2.2674 1.0982 1.7256 0.02 0.00 -0.05 -0.20
C 2.9145 1.7969 0.5656 0.03 0.01 -0.02 0.01
C 0.9689 1.4497 2.1950 -0.38 0.05 -0.10 -0.15
C 0.4399 0.9223 3.4109 0.01 -0.04 0.00 -0.22
C -0.8816 1.3882 3.9431 -0.05 0.02 -0.01 0.00
C 1.1835 -0.0324 4.0681 -0.01 0.03 -0.03 0.01
C 0.2494 2.5988 1.5736 -0.06 -0.15 -0.24 -0.36
O -0.0441 3.6805 1.8660 0.10 0.07 0.14 0.30
O -0.2701 2.0411 0.2545 0.05 0.24 0.17 -0.13
H 3.9348 -1.9757 3.7522 0.01 0.01 0.00 0.09
H 2.6198 -2.1047 4.9404 0.01 0.00 0.01 0.10
H 3.8611 -0.8718 5.1191 0.00 0.00 0.01 0.12
H 3.9519 -0.1470 2.1039 0.01 0.00 -0.01 0.14
H 3.4816 1.0929 -0.0429 0.01 0.01 0.00 0.10
H 3.6208 2.5374 0.9482 -0.01 0.00 0.01 0.12
H 2.2109 2.3250 -0.0763 -0.02 -0.01 -0.01 0.09
H -1.6489 1.4500 3.1651 0.01 0.00 -0.01 0.09
H -0.7866 2.3895 4.3689 0.01 -0.01 0.00 0.12
H -1.2411 0.7195 4.7215 0.00 0.01 0.01 0.10
H 0.7937 -0.4676 4.9801 0.00 0.00 0.01 0.14
```
Forces are in eV/Å.

- Charge: +2
- Energy above the lowest of the compared OMol25 structures with the same formula, charge and spin: 32.85 kcal per mole
- Total energy: -120164.5365 eV
- Orbital gap: 0.1693 Eh
- Multiplicity: 1



The lowest total energy belongs to which entry? C25H23B2ClF4N7O8SeSr



What is the formula in the third record? C25H23Cl2N2OV



Which value of total energy does entry 4 give? -120164.5365 eV



Which value of total energy does entry 3 give? -82051.7938 eV